# 1
A structure of composition C16H17N6O2Pd at a distorted geometry. Source: the OMol25 dataset; level of theory: ωB97M-V/def2-TZVPD.

Values from the calculation:
E_LUMO ... 2.7 eV
E_tot ... -1226.79628 Eh
Frontier orbital gap ... 5.35 eV

ORCA input file:
```
! wB97M-V def2-TZVPD RIJCOSX def2/J DEFGRID3
* xyz -1 1
Pd 10.91 11.81 3.43
N 6.60 13.45 4.75
N 6.64 12.20 4.02
C 7.89 11.63 3.71
O 7.85 10.47 3.38
O 8.88 12.41 3.79
H 7.56 13.49 5.19
H 6.60 14.23 4.09
H 5.93 11.59 4.32
C 15.22 11.92 4.00
C 15.52 10.76 4.69
C 14.61 9.69 4.65
C 13.35 9.94 4.15
N 12.94 11.14 3.68
C 13.86 12.08 3.59
C 12.22 8.94 4.40
C 12.37 7.55 4.19
C 11.25 6.77 4.46
C 10.11 7.34 5.02
C 10.09 8.71 5.16
N 11.12 9.57 4.86
H 15.93 12.78 3.93
H 16.53 10.55 5.10
H 14.76 8.75 4.99
H 13.52 13.02 3.23
H 13.33 7.21 3.88
H 11.49 5.75 4.27
H 9.08 6.81 5.11
H 9.27 9.22 5.50
N 11.96 15.18 4.40
C 10.97 16.13 4.20
C 11.20 17.50 4.26
C 10.12 18.32 4.00
N 8.89 17.84 3.83
C 8.70 16.53 3.93
C 9.70 15.55 4.06
H 12.90 15.47 4.57
H 11.83 14.20 4.29
H 12.26 17.85 4.42
H 10.33 19.38 3.98
H 7.65 16.17 4.02
H 9.59 14.49 4.10
*
```

***

# 2
A cluster of 3 separate species, C30H19Cl4F3O2 in total. Source: the OMol25 dataset; level of theory: ωB97M-V/def2-TZVPD.

Values from the calculation:
Structure (SMILES) ... Cc1cc(-c2ccccc2)cc2c1C(=O)C(C(F)(F)F)=CC2=O.Clc1ccccc1Cl.Clc1ccccc1Cl
E_LUMO ... -1.2 eV
E_tot ... -3445.47162 Eh
Frontier orbital gap ... 7.69 eV

ORCA input file:
```
! wB97M-V def2-TZVPD RIJCOSX def2/J DEFGRID3
* xyz 0 1
C -0.95 1.96 -2.58
C -0.24 0.79 -1.96
C 0.32 0.94 -0.69
C 0.96 -0.10 -0.03
C 1.52 0.08 1.33
C 0.90 0.94 2.24
C 1.39 1.13 3.52
C 2.54 0.45 3.92
C 3.15 -0.43 3.04
C 2.66 -0.61 1.76
C 1.07 -1.35 -0.65
C 0.52 -1.51 -1.90
C -0.13 -0.46 -2.57
C -0.68 -0.78 -3.92
O -0.68 -0.02 -4.86
C -1.22 -2.18 -4.05
C -2.45 -2.36 -4.90
F -3.04 -3.54 -4.63
F -3.35 -1.40 -4.58
F -2.22 -2.28 -6.21
C -0.62 -3.17 -3.41
C 0.57 -2.85 -2.56
O 1.50 -3.61 -2.44
H -1.88 2.15 -2.04
H -1.21 1.80 -3.62
H -0.35 2.86 -2.52
H 0.23 1.90 -0.20
H 0.01 1.46 1.92
H 0.90 1.79 4.21
H 2.97 0.55 4.90
H 4.03 -0.98 3.34
H 3.15 -1.28 1.06
H 1.54 -2.19 -0.15
H -0.97 -4.20 -3.45
Cl 5.88 1.94 2.73
C 6.19 3.04 4.03
C 7.51 3.36 4.33
C 7.79 4.24 5.36
C 6.76 4.81 6.09
C 5.44 4.49 5.79
C 5.16 3.60 4.76
Cl 3.50 3.22 4.43
H 8.31 2.92 3.75
H 8.82 4.49 5.59
H 6.97 5.50 6.89
H 4.63 4.92 6.36
Cl -9.24 -3.47 -0.21
C -8.11 -2.92 -1.40
C -8.56 -2.09 -2.42
C -7.68 -1.62 -3.38
C -6.34 -1.99 -3.32
C -5.89 -2.81 -2.31
C -6.77 -3.28 -1.35
Cl -6.17 -4.32 -0.10
H -9.61 -1.81 -2.45
H -8.04 -0.98 -4.17
H -5.65 -1.62 -4.07
H -4.85 -3.10 -2.26
*
```

***

# 3
A cluster of 14 separate species, CH29O14 in total at a distorted geometry. Source: the OMol25 dataset; level of theory: ωB97M-V/def2-TZVPD.

Values from the calculation:
E_LUMO ... 2.5 eV
E_tot ... -1108.90913 Eh
Frontier orbital gap ... 8.24 eV

ORCA input file:
```
! wB97M-V def2-TZVPD RIJCOSX def2/J DEFGRID3
* xyz -1 1
C -11.62 -16.03 -0.70
O -10.90 -15.84 -1.89
H -12.59 -15.59 -1.02
H -11.15 -15.45 0.10
H -11.81 -17.04 -0.39
O -12.03 -15.08 2.96
H -11.54 -15.86 2.61
H -12.41 -14.72 2.14
O -14.21 -16.13 1.36
H -13.83 -16.74 2.00
H -14.14 -16.76 0.61
O -8.43 -16.37 -1.45
H -8.49 -17.12 -0.83
H -9.34 -16.05 -1.63
O -9.73 -14.93 -4.34
H -10.02 -15.16 -3.42
H -10.03 -14.02 -4.40
O -8.64 -15.28 1.44
H -9.07 -15.41 2.27
H -8.90 -15.99 0.85
O -10.48 -13.24 -1.19
H -10.68 -14.18 -1.23
H -9.90 -13.11 -0.42
O -12.95 -14.76 -3.40
H -12.78 -15.04 -4.33
H -12.30 -15.21 -2.80
O -10.64 -17.40 2.37
H -10.24 -17.54 3.26
H -10.05 -17.67 1.70
O -9.99 -19.65 -1.38
H -10.14 -20.54 -1.66
H -10.70 -19.17 -1.79
O -12.79 -13.46 0.50
H -13.54 -13.70 -0.02
H -12.15 -13.20 -0.13
O -14.46 -17.81 -0.92
H -13.96 -18.44 -1.42
H -14.75 -17.22 -1.62
O -11.61 -17.96 -3.32
H -10.97 -17.92 -4.04
H -11.38 -17.33 -2.66
O -14.74 -13.31 -1.51
H -15.62 -13.65 -1.64
H -14.22 -13.79 -2.19
*
```

***

# 4
A structure of composition C46H55BrN3O7P2Si4Zn at a distorted geometry. Source: the OMol25 dataset; level of theory: ωB97M-V/def2-TZVPD.

Values from the calculation:
E_LUMO ... 2.1 eV
E_tot ... -8670.92820 Eh
Frontier orbital gap ... 7.54 eV

ORCA input file:
```
! wB97M-V def2-TZVPD RIJCOSX def2/J DEFGRID3
* xyz -1 1
Zn -0.21 0.32 -0.08
O -0.54 -0.79 4.00
C -0.73 -0.88 2.79
O -0.34 -0.02 1.94
C -1.53 -2.07 2.27
C -2.12 -2.89 3.20
C -2.91 -3.99 2.83
C -3.10 -4.27 1.49
C -2.49 -3.49 0.53
C -1.71 -2.31 0.86
O -1.29 -1.56 -0.05
N -2.71 -3.83 -0.83
O -1.85 -3.59 -1.66
O -3.76 -4.39 -1.12
N -3.49 -4.81 3.82
O -4.13 -5.80 3.46
O -3.33 -4.52 5.00
H -1.97 -2.67 4.25
H -3.69 -5.12 1.18
C 4.62 -0.18 0.18
P 2.73 -0.20 0.20
C 2.52 -1.75 -0.76
C 3.14 -1.84 -2.01
C 2.92 -2.95 -2.81
C 2.07 -3.96 -2.39
C 1.42 -3.85 -1.17
C 1.65 -2.75 -0.36
C 2.61 -0.71 1.94
C 2.99 -1.96 2.40
C 2.96 -2.23 3.76
C 2.58 -1.25 4.65
C 2.22 0.01 4.20
C 2.23 0.28 2.84
P 5.28 1.54 -0.01
C 4.77 2.29 1.59
C 4.99 1.70 2.82
C 4.67 2.37 3.98
C 4.12 3.64 3.93
C 3.90 4.24 2.70
C 4.22 3.57 1.54
C 7.03 1.27 0.49
C 7.70 0.06 0.44
C 9.03 -0.02 0.82
C 9.71 1.11 1.24
C 9.05 2.33 1.27
C 7.73 2.41 0.89
H 4.98 -0.76 -0.68
H 4.99 -0.65 1.10
H 3.78 -1.04 -2.36
H 3.41 -3.01 -3.77
H 1.91 -4.82 -3.02
H 0.73 -4.62 -0.87
H 1.13 -2.67 0.59
H 3.29 -2.73 1.70
H 3.25 -3.21 4.12
H 2.55 -1.47 5.71
H 1.92 0.77 4.90
H 1.93 1.25 2.47
H 5.43 0.71 2.88
H 4.84 1.89 4.94
H 3.87 4.16 4.84
H 3.48 5.24 2.66
H 4.05 4.03 0.57
H 7.20 -0.84 0.11
H 9.54 -0.97 0.79
H 10.75 1.05 1.53
H 9.57 3.22 1.59
H 7.21 3.36 0.91
Br 2.35 1.72 -2.56
C 1.15 0.44 -3.27
C 1.00 0.35 -4.64
C 0.14 -0.61 -5.13
C -0.50 -1.45 -4.23
C -0.28 -1.27 -2.88
N 0.51 -0.32 -2.40
H 1.56 1.01 -5.29
H -0.01 -0.71 -6.20
H -1.16 -2.24 -4.55
H -0.76 -1.89 -2.15
C -0.29 3.30 3.00
Si -0.67 3.82 1.20
C 1.00 4.26 0.36
C -1.67 5.46 1.25
Si -1.74 2.14 -0.08
Si -2.28 2.92 -2.28
C -3.58 4.33 -2.29
C -2.98 1.50 -3.37
C -0.84 3.74 -3.26
Si -3.79 1.44 0.92
C -3.67 1.07 2.79
C -4.48 -0.08 0.00
C -5.18 2.78 0.82
H 0.66 3.69 3.35
H -0.25 2.22 3.07
H -1.06 3.64 3.69
H 1.52 5.06 0.89
H 0.86 4.58 -0.66
H 1.67 3.41 0.35
H -1.17 6.21 1.86
H -2.66 5.30 1.67
H -1.79 5.87 0.25
H -4.52 4.03 -1.84
H -3.79 4.67 -3.30
H -3.22 5.18 -1.72
H -4.06 1.44 -3.26
H -2.57 0.54 -3.06
H -2.76 1.62 -4.42
H -0.62 4.72 -2.84
H -1.10 3.90 -4.31
H 0.07 3.16 -3.24
H -2.89 0.34 2.99
H -4.60 0.67 3.19
H -3.43 1.96 3.35
H -3.69 -0.78 -0.22
H -4.94 0.20 -0.95
H -5.23 -0.61 0.58
H -4.84 3.73 1.22
H -6.05 2.47 1.39
H -5.51 2.95 -0.20
*
```

***

# 5
An isolated molecule of C5H7FO at a distorted geometry. Source: the OMol25 dataset; level of theory: ωB97M-V/def2-TZVPD.

Values from the calculation:
Structure (SMILES) ... O[C@@H]1C=C[C@H](F)C1
E_LUMO ... 0.7 eV
E_tot ... -369.78504 Eh
Frontier orbital gap ... 10.55 eV

ORCA input file:
```
! wB97M-V def2-TZVPD RIJCOSX def2/J DEFGRID3
* xyz 0 1
O 0.07 2.36 0.20
C -0.17 1.05 0.59
C 1.16 0.36 0.67
C 1.06 -0.93 0.31
C -0.38 -1.16 -0.10
F -0.41 -2.02 -1.21
C -0.99 0.20 -0.39
H -0.35 2.97 0.80
H -0.65 1.04 1.59
H 2.08 0.84 1.06
H 1.84 -1.67 0.34
H -0.93 -1.70 0.71
H -2.09 0.11 -0.29
H -0.89 0.64 -1.36
*
```

***

# 6
An isolated molecule of C6H11NOSi at a distorted geometry. Source: the OMol25 dataset; level of theory: ωB97M-V/def2-TZVPD.

Values from the calculation:
E_LUMO (spin up / spin down) ... -1.0 / -0.7 eV
E_tot ... -654.50635 Eh
Frontier orbital gap (spin up / spin down) ... 7.27 / 7.96 eV

ORCA input file:
```
! wB97M-V def2-TZVPD RIJCOSX def2/J DEFGRID3
* xyz 0 1
C 0.86 0.60 -0.71
C -1.53 -1.31 0.71
C 0.44 1.24 -1.81
C 0.08 0.77 2.31
C 1.51 -1.67 0.93
C -2.43 -1.77 -0.12
N 1.19 2.05 -2.61
O -0.88 1.20 -2.33
Si 0.11 -0.35 0.72
H -0.53 1.65 2.19
H -0.03 0.11 3.25
H 1.02 1.14 2.46
H 2.26 -1.15 1.39
H 1.07 -2.59 1.44
H 1.73 -2.02 0.00
H -2.59 -1.63 -1.19
H -3.16 -2.39 0.17
H -1.47 0.98 -1.54
H 1.76 2.61 -1.98
H 0.61 2.53 -3.28
*
```

***

# 7
An isolated molecule of C9H12F3NO at a distorted geometry. Source: the OMol25 dataset; level of theory: ωB97M-V/def2-TZVPD.

Values from the calculation:
Structure (SMILES) ... CC[C@](NC)(c1ccco1)C(F)(F)F
E_LUMO ... 0.9 eV
E_tot ... -779.66302 Eh
Frontier orbital gap ... 9.68 eV

ORCA input file:
```
! wB97M-V def2-TZVPD RIJCOSX def2/J DEFGRID3
* xyz 0 1
C -0.58 0.06 2.71
C -0.35 0.85 1.38
C -0.84 0.09 0.07
N -0.60 -1.31 0.13
C 0.80 -1.73 0.00
C -0.35 0.84 -1.35
C 0.88 1.13 -1.87
C 0.59 1.64 -3.16
C -0.76 1.58 -3.32
O -1.37 1.12 -2.19
C -2.36 0.28 0.08
F -3.04 -0.18 -0.94
F -2.68 1.57 0.18
F -2.91 -0.33 1.23
H -1.67 0.12 2.97
H -0.02 0.48 3.54
H -0.11 -0.96 2.66
H -0.73 1.90 1.43
H 0.66 1.03 1.38
H -1.13 -1.85 -0.52
H 1.31 -1.54 -0.84
H 1.30 -1.26 0.92
H 0.90 -2.88 0.06
H 1.74 1.27 -1.32
H 1.32 2.08 -3.73
H -1.43 1.74 -4.23
*
```

***

# 8
A cluster of 12 separate species, C48H72O36 in total at a distorted geometry. Source: the OMol25 dataset; level of theory: ωB97M-V/def2-TZVPD.

Values from the calculation:
Structure (SMILES) ... C[C@H]1COC(=O)O1.C[C@H]1COC(=O)O1.C[C@H]1COC(=O)O1.C[C@H]1COC(=O)O1.C[C@H]1COC(=O)O1.C[C@H]1COC(=O)O1.C[C@H]1COC(=O)O1.C[C@H]1COC(=O)O1.C[C@H]1COC(=O)O1.C[C@H]1COC(=O)O1.C[C@H]1COC(=O)O1.C[C@H]1COC(=O)O1
E_LUMO ... -0.1 eV
E_tot ... -4581.06104 Eh
Frontier orbital gap ... 10.16 eV

ORCA input file:
```
! wB97M-V def2-TZVPD RIJCOSX def2/J DEFGRID3
* xyz 0 1
C -1.23 -17.28 -11.75
C -1.00 -16.53 -13.02
C -1.84 -16.94 -14.24
O -2.16 -15.70 -14.85
C -1.97 -14.69 -13.98
O -2.38 -13.58 -14.13
O -1.29 -15.11 -12.90
H -0.76 -16.80 -10.89
H -0.85 -18.30 -11.79
H -2.31 -17.36 -11.59
H 0.04 -16.50 -13.33
H -2.71 -17.49 -13.88
H -1.18 -17.59 -14.82
C 1.73 -11.94 -9.93
C 0.50 -12.76 -9.59
C 0.33 -13.94 -10.58
O -0.14 -14.96 -9.66
C 0.20 -14.66 -8.39
O 0.03 -15.41 -7.48
O 0.62 -13.39 -8.32
H 1.73 -11.00 -9.39
H 1.67 -11.70 -10.99
H 2.62 -12.52 -9.73
H -0.44 -12.19 -9.59
H 1.26 -14.27 -11.03
H -0.46 -13.71 -11.28
C -0.62 -23.85 -13.98
C -0.70 -22.43 -13.51
C -0.01 -21.38 -14.40
O -0.89 -20.27 -14.33
C -2.05 -20.62 -13.74
O -3.01 -19.92 -13.65
O -2.03 -21.92 -13.38
H -1.02 -24.00 -14.99
H -1.20 -24.50 -13.32
H 0.40 -24.21 -13.96
H -0.26 -22.36 -12.51
H -0.01 -21.75 -15.43
H 1.00 -21.16 -14.08
C -4.71 -18.83 -18.45
C -5.50 -17.56 -18.57
C -6.69 -17.36 -17.62
O -6.36 -16.28 -16.77
C -5.09 -15.86 -17.06
O -4.54 -14.97 -16.51
O -4.63 -16.47 -18.16
H -3.77 -18.86 -18.98
H -5.32 -19.70 -18.72
H -4.50 -19.05 -17.39
H -5.74 -17.27 -19.59
H -6.89 -18.23 -16.99
H -7.59 -17.20 -18.22
C 4.37 -20.44 -11.17
C 3.04 -19.90 -10.68
C 3.07 -19.12 -9.33
O 2.80 -17.78 -9.68
C 2.52 -17.68 -10.99
O 2.16 -16.69 -11.54
O 2.55 -18.90 -11.58
H 5.02 -20.86 -10.39
H 4.92 -19.64 -11.67
H 4.18 -21.31 -11.80
H 2.30 -20.68 -10.51
H 4.05 -19.17 -8.86
H 2.39 -19.58 -8.62
C -4.86 -12.64 -7.45
C -5.23 -12.86 -8.90
C -4.33 -12.14 -9.91
O -4.11 -13.14 -10.89
C -4.55 -14.34 -10.49
O -4.52 -15.33 -11.15
O -5.16 -14.23 -9.28
H -3.91 -13.12 -7.24
H -5.69 -12.94 -6.80
H -4.77 -11.56 -7.28
H -6.26 -12.53 -9.08
H -3.43 -11.80 -9.39
H -4.80 -11.28 -10.37
C 4.37 -14.69 -12.71
C 3.56 -14.71 -14.02
C 2.32 -13.81 -14.05
O 2.63 -12.79 -15.00
C 3.81 -13.05 -15.59
O 4.23 -12.48 -16.54
O 4.46 -14.04 -14.94
H 4.30 -15.67 -12.20
H 3.87 -14.11 -11.92
H 5.42 -14.44 -12.77
H 3.36 -15.74 -14.28
H 2.16 -13.48 -13.02
H 1.41 -14.30 -14.39
C -6.15 -13.46 -14.43
C -5.85 -12.44 -13.35
C -4.62 -11.58 -13.74
O -5.11 -10.24 -13.68
C -6.45 -10.23 -13.57
O -7.14 -9.27 -13.69
O -6.91 -11.47 -13.31
H -6.10 -12.96 -15.39
H -7.17 -13.87 -14.40
H -5.51 -14.33 -14.29
H -5.67 -12.93 -12.40
H -4.29 -11.84 -14.74
H -3.81 -11.68 -13.03
C -3.33 -13.25 -20.11
C -2.82 -13.03 -18.69
C -1.71 -14.00 -18.27
O -0.54 -13.20 -18.54
C -0.84 -11.90 -18.55
O -0.07 -11.00 -18.55
O -2.18 -11.75 -18.68
H -2.46 -13.28 -20.78
H -3.85 -12.34 -20.43
H -4.00 -14.10 -20.20
H -3.66 -13.01 -17.99
H -1.56 -14.89 -18.88
H -1.77 -14.32 -17.23
C 1.22 -19.79 -18.79
C 1.48 -18.32 -18.56
C 0.32 -17.40 -18.98
O 0.12 -16.58 -17.82
C 0.93 -16.96 -16.81
O 1.05 -16.36 -15.80
O 1.57 -18.10 -17.14
H 0.26 -20.10 -18.38
H 2.01 -20.37 -18.31
H 1.28 -20.09 -19.83
H 2.40 -17.98 -19.02
H -0.63 -17.90 -19.20
H 0.57 -16.72 -19.79
C -4.39 -17.93 -8.42
C -2.91 -17.74 -8.55
C -2.19 -17.68 -7.19
O -1.05 -18.52 -7.35
C -1.14 -19.15 -8.53
O -0.26 -19.80 -9.00
O -2.32 -18.92 -9.11
H -4.87 -17.98 -9.40
H -4.90 -17.06 -7.99
H -4.71 -18.78 -7.81
H -2.75 -16.85 -9.16
H -2.88 -18.04 -6.41
H -1.87 -16.69 -6.88
C -6.42 -18.73 -14.16
C -6.09 -18.24 -12.76
C -7.31 -17.87 -11.92
O -7.14 -18.50 -10.68
C -6.20 -19.46 -10.81
O -5.88 -20.22 -9.95
O -5.65 -19.41 -12.03
H -7.26 -19.42 -14.02
H -5.61 -19.31 -14.58
H -6.82 -17.93 -14.78
H -5.30 -17.49 -12.74
H -8.23 -18.20 -12.43
H -7.49 -16.79 -11.86
*
```

***

# 9
An isolated molecule of C4H6N2O. Source: the OMol25 dataset; level of theory: ωB97M-V/def2-TZVPD.

Values from the calculation:
Structure (SMILES) ... COc1cnc[nH]1
E_LUMO ... 0.8 eV
E_tot ... -340.72212 Eh
Frontier orbital gap ... 9.46 eV

ORCA input file:
```
! wB97M-V def2-TZVPD RIJCOSX def2/J DEFGRID3
* xyz 0 1
C 1.34 -1.14 -0.25
O 1.51 0.26 -0.59
C 0.27 0.76 -0.40
C -0.87 0.61 -1.14
N -1.96 0.53 -0.30
C -1.48 0.64 0.92
N -0.14 0.87 0.91
H 1.32 -1.73 -1.17
H 0.37 -1.28 0.26
H 2.13 -1.44 0.43
H -0.95 0.48 -2.21
H -2.04 0.54 1.83
H 0.50 0.89 1.69
*
```